<w>
# C17H17F3N4O2

One molecule with the formula C17H17F3N4O2 (wB97M-V/def2-TZVPD, the Open Molecules 2025 dataset).

Atoms and positions in Å:
F (-3.572, 2.424, -2.007)
F (-3.379, 0.526, -3.108)
F (-3.789, 0.591, -0.835)
N (2.113, -2.083, 1.947)
N (2.363, -0.622, 3.703)
O (-1.300, 1.801, -3.921)
O (0.768, -1.515, 0.080)
C (0.694, 1.256, 1.196)
C (0.624, 2.135, 2.349)
C (2.504, -1.751, 3.148)
C (1.537, -1.155, 1.178)
C (1.868, 0.372, 2.985)
C (0.580, 1.662, -2.448)
C (1.070, 1.439, -1.164)
C (-1.198, 1.215, -0.323)
C (-0.747, 1.554, -2.667)
C (1.440, 0.153, 1.646)
C (0.163, 1.321, -0.099)
C (-1.604, 1.350, -1.647)
N (2.843, -2.762, 3.829)
N (1.335, 1.539, 3.408)
C (-0.654, 2.924, -4.503)
C (-3.137, 1.208, -1.965)
C (-0.873, -2.587, 1.506)
C (-1.113, -2.670, -1.035)
C (-0.238, -2.558, 0.233)
H (0.189, 3.083, 2.373)
H (1.192, 2.029, -3.276)
H (2.157, 1.442, -1.033)
H (-1.841, 1.166, 0.609)
H (3.524, -2.543, 4.614)
H (3.072, -3.528, 3.241)
H (1.391, 1.964, 4.371)
H (-0.611, 3.771, -3.832)
H (-1.138, 3.296, -5.399)
H (0.377, 2.750, -4.903)
H (-0.178, -2.851, 2.391)
H (-1.815, -3.285, 1.467)
H (-1.184, -1.550, 1.661)
H (-1.905, -3.490, -1.028)
H (-0.430, -2.910, -1.791)
H (-1.503, -1.650, -1.163)
H (0.403, -3.461, 0.213)

Net charge: 0
Frontier orbital gap, eV: 8.358
E_HOMO, Ha: -0.2802
SMILES string: COc1ccc(-c2c[nH]c3nc(N)nc(OC(C)C)c23)cc1C(F)(F)F

How positive or negative is each atom? The Löwdin charges in e answer that: 0.194, 0.151, 0.044, 0.196, 0.186, -0.069, -0.012, -0.145, 0.022, -0.625, -0.221, -0.258, 0.003, 0.033, 0.055, -0.265, -0.064, -0.215, -0.048, 0.151, 0.098, -0.092, -0.497, -0.072, -0.009, -0.467, 0.092, 0.116, 0.134, 0.162, 0.150, 0.100, 0.186, 0.101, 0.088, 0.093, 0.110, 0.131, 0.087, 0.113, 0.054, 0.073, 0.137

<x>
# C17H17F3N4O2

One molecule with the formula C17H17F3N4O2 (wB97M-V/def2-TZVPD, the Open Molecules 2025 dataset).

Atoms and positions in Å:
F (2.383, 0.665, -3.116)
F (4.356, 1.292, -2.376)
F (3.482, -0.589, -1.635)
N (-3.141, -0.750, -1.604)
N (-4.447, 0.471, -0.149)
O (4.669, 1.286, 0.513)
O (-0.827, -0.778, -1.383)
C (-1.021, 1.536, 0.730)
C (-1.879, 2.053, 1.678)
C (-4.246, -0.316, -1.109)
C (-2.031, -0.247, -1.104)
C (-3.321, 0.977, 0.394)
C (2.643, 1.915, 1.628)
C (1.274, 1.890, 1.726)
C (1.114, 1.451, -0.669)
C (3.307, 1.512, 0.443)
C (-2.076, 0.807, -0.178)
C (0.485, 1.617, 0.541)
C (2.591, 1.349, -0.709)
N (-5.355, -0.921, -1.573)
N (-3.199, 1.682, 1.489)
C (5.198, 0.586, 1.591)
C (3.198, 0.684, -2.020)
C (-0.504, -2.051, 0.736)
C (-1.152, -3.269, -1.472)
C (-0.465, -2.065, -0.797)
H (-1.648, 2.726, 2.525)
H (3.246, 1.969, 2.549)
H (0.788, 2.068, 2.666)
H (0.558, 1.168, -1.512)
H (-6.030, -1.120, -0.849)
H (-5.141, -1.628, -2.252)
H (-3.909, 1.860, 2.178)
H (4.433, -0.005, 2.090)
H (5.540, 1.282, 2.313)
H (5.929, -0.153, 1.387)
H (-1.479, -2.199, 1.159)
H (-0.223, -1.025, 1.014)
H (0.243, -2.704, 1.192)
H (-0.813, -3.524, -2.410)
H (-2.201, -3.137, -1.693)
H (-0.936, -4.108, -0.874)
H (0.606, -2.258, -1.062)

Net charge: 0
Frontier orbital gap, eV: 8.678
E_HOMO, Ha: -0.2971
SMILES string: COc1ccc(-c2c[nH]c3nc(N)nc(OC(C)C)c23)cc1C(F)(F)F

How positive or negative is each atom? The Löwdin charges in e answer that: 0.128, 0.132, 0.123, 0.214, 0.195, -0.074, -0.020, -0.048, -0.056, -0.574, -0.280, -0.301, -0.005, -0.004, 0.061, -0.233, -0.001, -0.161, 0.016, 0.135, 0.108, -0.090, -0.496, -0.025, -0.035, -0.339, 0.130, 0.123, 0.104, 0.097, 0.098, 0.089, 0.162, 0.097, 0.080, 0.084, 0.077, 0.071, 0.087, 0.048, 0.066, 0.067, 0.148

Which of the structures shown above is the most stable? The most stable is <x>.